Entry 1:
66
Properties=species:S:1:pos:R:3 method="wB97M-V/def2-TZVPD" spin_multiplicity=2 e_above_lowest_ev=0.0000 energy_ha=-3709.75496 homo_energy_ev="-11.8553 / -11.8553" total_charge=+1 lumo_energy_ev="-2.38 / -9.60" s2=0.756 homo_lumo_gap_ev="9.47 / 2.25"
O 0.77536 0.32134 -4.79362
C -1.17010 1.23552 1.19182
Cl 2.36038 -2.52855 1.09664
O 1.01161 2.01038 -1.79478
C 0.16965 -0.55936 -3.81635
C 0.19877 -4.69376 -0.36713
H -0.99954 -2.93171 -2.05539
H 0.67493 0.70700 0.09152
H -2.44333 -3.24192 -0.04244
H 2.30818 4.58349 -4.69938
H -1.91760 -0.95310 -4.03076
H -0.23647 -0.06789 -2.93225
H 1.23122 -2.19242 3.15179
H -3.46436 5.67414 1.64146
O 1.03477 -0.84786 6.03958
H 1.24303 -0.84307 8.04516
H 1.30845 3.72901 -5.71839
C -1.00030 -1.30238 -4.50475
C 2.09905 -4.11629 3.30284
H 2.94989 -2.13293 3.36285
O 0.37541 0.91594 -6.95524
H 1.03677 -1.12702 -3.47878
Cl 3.61047 -5.04421 3.17585
O 0.74122 1.32211 5.79338
C -0.03799 0.32610 0.82279
C 1.54678 2.35984 -2.86828
C -1.90687 -0.20433 -0.35351
H -4.02090 3.64172 -0.58482
H -0.79678 2.25801 1.13489
C 2.83371 2.50850 -4.68745
O 1.28477 -4.99534 0.03644
H 2.70944 1.89062 -5.57676
C 1.68041 -0.32691 7.19054
C 0.18833 0.19046 -5.95332
H 1.28806 -4.60219 2.76035
H 3.81122 2.96618 -4.83945
H 2.24113 1.73512 7.02628
H -0.87079 -2.38004 -4.40480
O -0.88428 -0.80993 -5.82767
Cl -1.55156 5.28369 0.34731
H -1.51442 1.00706 2.20046
H -2.62764 -4.95456 -0.47015
Cl -3.84700 5.65973 -1.57175
O -2.05467 1.02669 0.08777
O -0.83116 -0.65052 0.14580
H 1.73225 -4.07854 4.32858
C 1.85918 3.59418 -4.78746
C 0.65591 0.05471 5.22762
O -0.88811 -4.46293 0.44234
O 0.99999 3.21299 -3.76889
C -1.31344 -3.94230 -1.79413
C -3.14369 4.87381 0.97457
C 1.35105 1.10649 7.05212
H -1.80961 -4.40608 -2.64667
H 0.60903 1.34809 7.81313
O -0.02132 -4.45857 -1.61393
O -2.59433 -0.77186 -1.17054
O 2.71620 1.98381 -3.35807
O 0.07927 -0.10845 4.18122
H -3.03536 4.01866 1.64171
H 0.57833 -0.03366 1.64670
H 2.76113 -0.43781 7.10199
H -5.17155 4.80759 0.15265
C -1.91853 -4.13028 -0.39384
C 2.16070 -2.65944 2.82612
C -4.14446 4.64346 -0.17329

---

Entry 2:
55
Properties=species:S:1:pos:R:3 method="wB97M-V/def2-TZVPD" e_above_lowest_ev=0.0000 energy_ha=-3457.07748 homo_energy_ev=-14.5163 total_charge=+2 lumo_energy_ev=-6.35 homo_lumo_gap_ev=8.16
H 0.77010 -2.76243 0.89433
N 4.08713 -0.43140 -0.49670
C 4.85689 -1.39236 -3.23510
C 6.00729 -2.67450 -1.38411
Cl 2.99159 3.77696 3.93954
C 5.43282 -0.23034 -1.05840
H -2.26724 -2.59089 0.66769
H 3.88387 -1.78910 -2.92922
C -1.13914 -0.68786 2.80455
C 2.90460 -0.05612 -0.96806
H -3.70167 0.81936 -0.02850
H -2.60971 -0.60421 -2.04569
H 0.82829 -1.09817 2.36914
C 1.64590 3.89212 0.18315
C -2.30301 -0.11022 2.02698
H -1.46668 -1.51525 3.43684
H -2.35419 1.44293 -0.97471
C 5.82714 -1.31966 -2.05996
Cl 1.62468 4.92688 -1.17152
Cl 1.77203 0.94266 3.63580
C 1.08179 2.63510 0.13031
H 6.79731 -0.98893 -2.44091
H 6.31154 -3.42031 -2.11718
C 2.23206 4.25129 1.40182
H 5.43232 0.75436 -1.52485
H 5.07808 -3.02468 -0.92800
H -0.42883 -3.22605 2.09950
C -0.20492 -2.50949 1.30656
N 1.98183 -0.54572 -0.16415
N 2.63982 -1.20525 0.83014
H -3.30413 -1.40373 -0.66187
C 1.04181 1.70710 1.14655
H -1.75807 1.70610 1.22222
H -2.92157 -0.89180 1.59583
C -2.50493 -0.73057 -0.96956
H 5.24341 -2.06760 -3.99656
H -1.16195 -3.47571 -0.34656
H -2.94867 0.47831 2.67858
H -0.69637 0.07239 3.44396
Rh 0.07562 0.14120 0.32346
N -0.06561 -1.13928 1.87594
N -1.18401 -1.36181 -0.66794
Cl 0.34730 1.96750 -1.34205
C -2.65778 0.64737 -0.29894
H 2.74913 0.49750 -1.87793
N -1.79003 0.73895 0.90679
N 3.89077 -1.12973 0.63096
C 1.66398 2.07309 2.32806
H 4.71084 -0.41680 -3.70567
Cl 2.93714 5.79465 1.56971
H -0.76088 -1.64977 -1.54248
H 6.10699 -0.21533 -0.20410
C 2.24810 3.34018 2.46686
C -1.27343 -2.55655 0.22839
H 6.77036 -2.63495 -0.60671

---

Entry 3:
203
Properties=species:S:1:pos:R:3 method="wB97M-V/def2-TZVPD" e_above_lowest_ev=1.5303 energy_ha=-3383.20485 homo_energy_ev=-8.7450 lumo_energy_ev=0.60 homo_lumo_gap_ev=9.35
C -2.08196 4.31892 -2.17600
H -3.21320 -6.61617 -2.68849
H 3.65187 -2.66319 3.53603
C 2.97218 1.97694 -2.43808
H -5.62775 -2.36114 -2.36946
H -2.16130 4.16152 0.92424
C 2.52543 6.01646 0.52869
H -3.72956 2.79255 -0.70270
H 6.34505 -2.58201 -1.63228
O -2.20817 -3.49654 -3.46276
C -6.47806 -0.73940 -6.98016
H 3.29617 6.34394 1.25061
O -1.22864 1.85157 5.85338
C 1.83233 -2.24236 -6.88631
H 5.70318 -5.31686 -1.45284
C -3.95290 2.96889 0.34860
H -5.96205 2.19292 0.30057
H -1.74390 -3.99992 2.20534
C 3.78260 3.23194 4.62345
H 3.34641 2.65838 2.85161
N -0.11167 -3.24947 -6.05060
H -5.72586 0.01621 2.58504
O -3.58741 2.67260 -2.98053
C -3.77819 -0.13429 -5.70912
H 2.86416 3.81069 4.53917
H -0.99818 -0.64890 -2.49949
H -0.29543 -1.92428 -0.45428
H -3.52536 5.11380 -4.35099
H -3.15435 -1.51103 -1.44068
H 1.84451 6.80434 0.29602
H 4.93065 4.06023 -0.66906
C 1.25321 2.73670 -3.74181
H 4.70598 4.74401 3.55582
H 6.25597 -1.90730 5.87132
C -2.20594 -3.73864 3.14354
H 3.23153 0.17088 1.47991
H 1.27294 4.15749 -0.73334
H -3.48733 5.15436 0.43799
H -2.23759 -1.53344 0.99880
H -1.73022 -0.97198 -5.05481
H 0.42424 -0.57598 -5.47251
H -7.55873 -0.77183 -6.80819
H 6.46580 -0.37521 8.09121
C 0.15902 -0.28762 0.73343
H -1.34496 -5.29056 -3.60952
C 3.88923 2.38809 5.99354
H 2.97718 -2.21452 -2.85938
H 1.94206 -3.09397 -7.59382
H 1.42880 4.99936 2.12573
H -1.52389 0.76356 -1.48557
C -4.96801 -0.73697 2.55992
H -0.71886 3.54414 3.88786
H 0.86094 0.11612 6.22267
H 0.61382 2.24043 -3.03800
H -3.88622 -4.97644 -2.14366
O 2.40176 -3.61461 -0.10728
H 5.00855 2.54209 -2.63255
H 0.21268 -0.19650 4.63599
H -1.87506 4.78703 -4.80451
H 1.91797 -0.16177 2.56695
H -1.36527 -3.64693 3.84907
H 2.29466 1.75390 -1.60308
C -2.48971 3.42435 -3.38354
H 3.91004 -0.00257 8.03272
H 4.28522 -3.18619 -1.90319
H 5.70911 1.42211 -0.39520
H 6.51605 -2.97734 -0.07511
H 1.95984 1.45418 1.69771
H -4.29056 -2.63003 4.47037
H 0.56980 2.59471 5.83037
H 1.32743 -1.33542 -7.30446
H -2.79851 -2.92736 -2.94128
C 1.10271 -2.58416 -5.63939
H 2.36027 -4.18741 1.84460
H -6.21201 0.32470 -6.89116
C 0.81901 4.16714 0.24906
H -4.42669 -2.54248 0.38509
H 3.22066 3.63450 0.44923
H 0.80426 -4.13341 0.90624
H 5.95799 3.71046 4.37266
H -3.00493 4.72478 -1.75129
H 3.07057 -1.26508 7.34289
C -1.30611 -4.77679 -1.53746
C 4.35425 -2.01232 4.01133
H 4.80338 1.80714 5.97230
H 2.43095 -0.70301 -2.10854
H -1.77398 0.70050 -5.38724
H -3.64520 1.57104 1.84606
H 3.97592 1.24331 -0.02122
H -3.81804 -5.33817 -3.88995
C -5.08975 -1.93132 -1.53430
C 5.08924 -1.81175 7.62442
H -0.05965 4.80805 0.11369
C 2.17763 0.38405 1.63356
C -3.24528 4.19489 0.96821
O 2.50556 3.03296 -3.23288
C 0.69734 0.56688 5.23821
N 6.29672 -1.36722 8.39631
H 3.52912 -1.38289 9.09132
C 3.86218 -1.07934 8.07653
C 4.71125 1.26881 -0.83121
C 1.87298 4.76654 1.13302
H -4.36220 -0.53682 1.64001
C -5.08034 -2.93702 -0.38065
H -0.52669 1.92459 3.06083
N 5.85316 -2.51968 -0.73004
H -3.68608 1.87717 -3.63437
C -4.40444 -1.47666 -6.01149
H -5.45574 -1.68725 2.42952
H -6.06801 -3.08078 0.11643
N 4.08187 3.63746 -1.09171
H 3.71682 4.30805 -1.77327
H 4.19334 -0.96276 3.71430
H 0.52208 3.18193 0.60625
O 1.52003 -0.32966 0.54476
C 5.26799 -1.50737 6.12356
H -2.39034 0.17458 2.86487
H -2.60898 -0.14370 0.14920
H 4.03026 -5.42819 -1.05622
H -3.99315 -1.87269 -6.93055
H 7.14878 -1.86876 8.09506
H 5.12868 -5.10337 0.24112
H -0.20152 0.74019 0.79455
H -3.53558 4.33342 2.02544
O -2.89428 -2.48933 2.97428
O -3.76525 -1.81875 -2.15383
C 4.28854 2.38416 -1.78389
C -0.01560 1.95879 5.18860
H 1.68622 -3.24797 -4.97866
C 0.75570 -1.34689 -4.78987
C -3.49805 -1.99499 4.15310
H -4.08477 -2.18118 -5.27112
H -0.72573 -3.40261 -5.22146
H 1.67350 0.63886 4.81697
H -2.71735 -1.97367 4.92933
N -3.07329 0.40386 3.60221
O 1.92336 -0.96004 -4.09117
H 0.24257 0.40827 -1.71278
H 4.95691 4.85852 5.34524
H 4.04305 -3.31868 1.10294
H -6.46969 -0.57223 -0.40432
H 3.02284 5.85030 -0.43420
C -2.80709 4.28768 -4.51424
H 1.61651 -2.63508 1.51061
C -5.54147 -0.53091 -1.06485
H -4.75057 -3.93345 -0.60981
H -5.74352 0.34949 -1.74405
H 1.29198 1.90907 -4.47159
O 2.86398 3.81800 1.34423
H 3.65251 -1.88912 0.13606
N -4.23836 0.47353 -4.41391
H 0.82742 3.63004 -4.20075
O -5.82976 -1.42801 -5.95884
H -2.95494 -4.53605 3.39399
H -1.64976 3.69386 -1.38495
H 2.79828 -1.87993 -6.57984
H -1.45036 5.16024 -2.44349
O 4.23320 -2.17678 5.40676
H 3.05873 1.08684 -3.06987
H -0.36557 -4.26380 -1.61190
C -4.06808 -0.66184 3.81971
C -0.75820 -0.03081 -1.60190
H -1.86209 2.52231 5.55154
N -2.08536 -1.03207 0.08825
C 2.15777 -1.51215 -2.79761
C -0.70758 -0.88037 -0.34606
H 3.05309 1.75947 6.20380
C -5.42504 3.07985 0.69318
C 4.68931 -3.42040 -0.93602
H 4.78120 0.29661 -1.33642
H -2.51174 0.62321 4.42305
H -1.84673 -0.42141 -6.73146
C 4.93174 -4.89010 -0.77573
H -3.20986 3.79217 -5.39529
H -5.93811 3.91143 0.24073
H -0.06416 -1.50515 -4.09919
H 5.25301 -0.39708 5.94528
H -4.67496 -0.32980 4.74312
H -1.93393 -4.33948 -0.73752
C -1.99085 -4.81260 -2.88859
C 4.96671 4.19645 4.46672
H -4.69537 -0.15332 -0.48837
O 3.76889 2.26634 3.59205
H -5.43771 3.02402 1.78518
O -3.38215 1.78472 0.93186
H 1.31550 -2.06796 -2.40323
H -0.06439 -0.78568 1.69982
H -6.26415 -1.12783 -7.95887
C -0.13167 2.60014 3.85042
H 0.13299 -4.12801 -6.51078
H 5.42758 -2.27251 3.78879
H 4.90317 -2.86646 7.69905
H -1.61830 2.81661 -3.63006
H -1.11116 -5.81074 -1.22656
H -4.16105 -0.25055 -3.66278
H 3.83523 3.07838 6.86018
H -5.25272 0.67730 -4.46412
C 1.72870 -3.64437 1.13213
H 0.86263 2.85309 3.51456
C -3.30616 -5.49830 -2.91238
C -2.22269 -0.21208 -5.73499
C 3.69660 -2.98495 0.13918
H -3.99369 0.56208 -6.54636

---

Entry 4:
96
Properties=species:S:1:pos:R:3 method="wB97M-V/def2-TZVPD" energy_ha=-5756.38058 homo_energy_ev="-2.0305 / -3.1396" total_charge=-1 lumo_energy_ev="2.29 / 2.29" homo_lumo_gap_ev="4.32 / 5.43"
C 0.90688 -2.73758 2.24672
H -3.17604 -3.05236 2.74181
C -2.26136 5.10530 0.17567
C 1.83869 4.32125 2.89780
C -4.51464 1.80961 1.69778
C 1.38408 -5.62978 -0.04925
C 4.97402 -1.64221 -2.46434
H -2.85217 4.77673 1.02187
C -2.15126 -2.03701 1.18136
H 1.42458 -6.83225 -2.46728
H -2.01679 7.71363 -1.97802
H -2.40193 0.58334 -4.32452
H 0.17636 5.03405 1.74272
N 0.92010 -2.84165 -0.23733
H 2.91365 -2.12631 -2.83199
C 3.91752 -0.16585 -0.45024
H 2.01231 5.27201 3.38647
C 1.37102 1.80521 1.67826
C -1.95984 1.99342 2.75280
H -0.03860 -3.32152 5.48101
H -0.16586 6.31002 -2.83950
C 0.80705 4.18341 1.97581
H 6.91824 -0.94635 -1.81451
C 1.29907 -4.84895 1.06382
N 3.08197 -0.86547 -1.22145
H -5.51368 1.74141 1.28494
Br 6.39679 0.81389 0.53523
H 3.44857 3.34486 3.90816
C 0.68504 -3.81121 -3.78896
C 1.30546 1.17090 -3.46955
H -0.97439 1.89055 -5.88263
C 1.04603 -1.32732 2.36436
H 0.32044 -0.86716 5.64672
C -0.56221 1.48722 -4.96591
H 0.33716 -4.47433 3.38850
C 0.85848 -0.67804 3.58285
C 0.48507 -1.38163 4.70869
C -3.45068 2.15521 0.88282
S -3.23381 -1.08221 -2.43769
O 1.28050 -0.67366 1.19425
C 0.55097 0.42963 -2.55225
C 5.85046 -0.93717 -1.65094
C -3.37819 -1.83357 -0.88036
C -1.35557 0.76468 -4.09945
H -1.28939 -1.80699 1.78699
H 3.08108 1.17031 2.85314
P -0.79170 2.58652 0.21341
Mg 0.93804 -0.70454 -0.79354
H 0.30193 4.11213 -1.78592
C -0.74916 5.97846 -1.98895
C -3.22347 -2.72422 1.71132
H -3.33642 6.95111 -0.04101
C -3.02311 1.62815 3.56723
C 1.19099 0.65318 0.84746
H -5.34785 -2.69145 -0.94541
H 0.46998 -3.32931 -4.73582
H 1.40381 2.26754 -5.31610
C 2.42208 1.99776 2.61141
H 5.35340 -2.23098 -3.28799
C 3.61617 -1.58124 -2.21743
C 2.63781 3.22787 3.19764
H 0.96422 -5.76014 -4.65356
H -2.84774 1.42694 4.61714
H 0.98825 0.39113 3.62937
C 0.68526 -3.05846 -2.62957
C -4.30141 1.53074 3.04085
H 2.35905 1.34749 -3.25841
H 0.49740 -1.99742 -2.68657
C 0.92820 -3.63126 -1.35946
C 1.04118 -3.46109 0.99101
C -2.20597 -1.59849 -0.13942
C -4.36668 -2.97716 0.95308
H 1.47929 -5.30296 2.02800
C 1.20272 -5.77152 -2.51887
C 0.56422 2.96550 1.36751
H -0.97208 2.09556 3.18079
H 1.60788 -6.68772 0.01961
H 3.45858 0.44210 0.32013
C -0.48477 4.75413 -1.40038
C 0.30443 -2.76114 4.61977
C -1.62113 -0.51662 -1.99816
C -4.45870 -2.52395 -0.35113
H -3.61675 2.36978 -0.16859
C -1.78607 6.76708 -1.50426
C 0.52678 -3.41071 3.42611
C -2.53162 6.33131 -0.41993
H -5.13470 1.25482 3.67559
H -5.19459 -3.52198 1.38916
C 0.95758 -5.17255 -3.74394
C -1.23533 4.29954 -0.31084
C -2.15504 2.24806 1.39859
C 5.28521 -0.19501 -0.62749
C -0.80487 0.25797 -2.91459
C 0.77619 1.69348 -4.64196
C 1.17064 -5.03780 -1.32964
N -1.23732 -0.88667 -0.81058

---

Entry 5:
20
Properties=species:S:1:pos:R:3 method="wB97M-V/def2-TZVPD" e_above_lowest_ev=0.2139 energy_ha=-338.54121 homo_energy_ev="-0.5094 / 0.0580" total_charge=-1 lumo_energy_ev="3.50 / 3.45" homo_lumo_gap_ev="4.01 / 3.39"
H -1.72272 -2.40239 1.20567
H 1.57463 -0.49314 -2.43998
N 0.96970 0.48584 0.88658
Be -1.54423 -0.29395 0.40780
H -0.23367 -2.16372 0.52960
H -1.46161 2.45515 0.26659
C 0.61723 2.63391 1.08144
N -0.28187 0.71666 0.37078
C 0.65865 -1.09496 -2.34168
H 0.84651 -1.97060 -1.70977
H -0.16688 -0.49447 -1.92498
H 1.35129 -0.46346 0.90805
C -0.49987 2.04472 0.52632
H -1.53186 -2.52184 -0.44188
N -1.23994 -1.99799 0.39324
C 1.55487 1.62231 1.28514
H -2.52765 0.06260 1.33359
H 0.35675 -1.46903 -3.33005
H 2.55852 1.67034 1.69040
H 0.72214 3.67404 1.30316

---

Entry 6:
15
Properties=species:S:1:pos:R:3 method="wB97M-V/def2-TZVPD" e_above_lowest_ev=5.5697 energy_ha=-358.81370 homo_energy_ev=-7.8545 lumo_energy_ev=0.86 homo_lumo_gap_ev=8.71
C -0.46715 0.04715 0.67620
C -0.00915 -0.04752 -1.45066
H -0.14298 -3.07350 0.46744
N 0.42941 2.27319 -1.60337
H 1.48879 -1.61800 1.25456
H 0.17614 -0.38241 -2.52370
C 0.22691 -1.86397 0.77032
H 0.49880 3.21133 -0.91674
N 0.10010 1.25011 0.38812
C 0.18784 1.11985 -0.93727
N -0.30262 -0.91190 -0.25546
H 0.04868 -0.47613 2.66573
H -1.62561 -1.06070 2.16828
C -0.58369 -0.84134 1.80400
H -0.02547 2.37385 -2.50745